Record 1
This record from OMol25 describes a molecular structure, C21H54CrNO7S6. The level of theory is ωB97M-V/def2-TZVPD.

Calculated values
**Energy above the lowest of the compared OMol25 structures with the same formula, charge and spin**: 28.7 kcal per mole
**Multiplicity**: 5
**Highest occupied orbital energy (spin up / spin down)**: -0.285 / -0.287 hartree
**Charge**: +1

Element x y z (Å)
Cr  19.22209  -12.26745  10.00919
C  18.29139  -13.13575  14.75819
C  17.62732  -13.73142  13.56574
C  16.39574  -14.56922  13.96189
C  15.13152  -13.74937  14.36283
C  14.87671  -12.77071  13.22873
C  16.10105  -11.73466  12.87309
N  17.25686  -12.66587  12.55078
O  18.45219  -11.96274  12.09840
C  16.17062  -10.67883  13.97019
C  15.53719  -11.05103  11.64471
C  18.74384  -14.76942  12.93383
H  19.11797  -12.45718  14.54744
H  18.61938  -13.92478  15.43491
H  17.65885  -12.53020  15.40727
H  16.69788  -15.27591  14.73480
H  15.92623  -15.17203  13.18453
H  15.28012  -13.22025  15.30413
H  14.21845  -14.30664  14.57220
H  13.96421  -12.23520  13.49081
H  14.67512  -13.30007  12.29748
H  15.99393  -11.11505  14.95335
H  15.51787  -9.81732  13.82948
H  17.13407  -10.17088  14.01311
H  16.19909  -10.23972  11.34178
H  14.53822  -10.61869  11.70155
H  15.55463  -11.67971  10.75445
H  19.76813  -14.40421  12.85932
H  18.45344  -15.09118  11.93370
H  18.87444  -15.63589  13.58212
C  16.73618  -8.12862  9.25914
S  18.41933  -8.61547  9.85470
O  18.68397  -10.05715  9.42860
C  19.32608  -7.35534  8.83455
H  16.01752  -8.87752  9.59199
H  16.62619  -8.16150  8.17520
H  16.62043  -7.13913  9.70142
H  20.40492  -7.46940  8.94033
H  19.11820  -6.32604  9.12683
H  19.06266  -7.56757  7.79837
C  20.84265  -10.03579  6.90415
S  21.46163  -11.61301  7.68564
O  20.14228  -12.13989  8.20496
C  21.94768  -12.60920  6.23423
H  20.54169  -9.27099  7.62011
H  20.08877  -10.28623  6.15779
H  21.70948  -9.69766  6.33638
H  22.92090  -12.39919  5.79056
H  21.12878  -12.47796  5.52693
H  21.88941  -13.66284  6.50726
C  17.03749  -10.99930  6.64807
S  16.85236  -12.59902  7.50818
O  17.44270  -12.31033  8.92485
C  15.02871  -12.53313  7.70100
H  16.45630  -10.29500  7.24329
H  16.51815  -10.89411  5.69553
H  18.07602  -10.70681  6.49313
H  14.78368  -13.55997  7.97238
H  14.43187  -12.28287  6.82393
H  14.75413  -11.86781  8.51957
C  21.49625  -10.99709  13.04405
S  22.07850  -10.61527  11.32486
O  20.84271  -10.83025  10.44326
C  22.16023  -8.78961  11.67765
H  22.38822  -11.00380  13.67051
H  21.06482  -11.98963  12.91432
H  20.71712  -10.36221  13.46592
H  22.43170  -8.17843  10.81691
H  22.96979  -8.54773  12.36628
H  21.18891  -8.41291  11.99818
C  23.63273  -13.65032  9.67247
S  22.31148  -13.99555  10.95089
O  20.97321  -13.40746  10.53984
C  22.27103  -15.77937  10.62476
H  24.04905  -12.66108  9.86268
H  23.22277  -13.70796  8.66414
H  24.45587  -14.36362  9.71409
H  22.16905  -15.98435  9.55907
H  21.44112  -16.34033  11.05449
H  23.23382  -16.17903  10.94323
C  19.28476  -15.42259  6.86759
S  19.21795  -15.67209  8.71954
O  18.83932  -14.33372  9.43674
C  17.79236  -16.82388  8.70824
H  19.61240  -14.41961  6.59413
H  18.29791  -15.52491  6.41622
H  19.94938  -16.15333  6.40672
H  18.20883  -17.76885  8.35941
H  16.93694  -16.52280  8.10349
H  17.30427  -17.02182  9.66254

Atom charges from the Löwdin analysis, given in e for atoms 1 to 5: 0.6296, -0.0619, -0.4498, -0.1358, -0.1909

Record 2
This record from OMol25 describes C2H7N3 in the gas phase. The level of theory is ωB97M-V/def2-TZVPD.

Calculated values
**Energy above the lowest of the compared OMol25 structures with the same formula, charge and spin**: 47.6 kcal per mole
**SMILES**: [H]/N=C/N(C)N
**Highest occupied orbital energy**: -0.317 hartree
**Charge**: 0

Element x y z (Å)
C  -0.90937  0.43238  -0.99389
C  1.25339  -0.14421  -0.03139
H  -0.18671  0.75053  -1.72983
H  -1.27860  1.37782  -0.60177
H  -1.70081  -0.14014  -1.36164
H  -1.26462  -1.41824  1.18238
H  -1.35498  0.17987  1.50184
H  1.62386  0.17166  -1.05985
H  2.87098  -0.03680  0.88747
N  -0.19842  -0.37182  -0.01794
N  -0.74560  -0.51593  1.19400
N  1.89087  -0.28511  1.03064

Atom charges from the natural (NBO) analysis, given in e for atoms 1 to 5: -0.4145, 0.2654, 0.1983, 0.1714, 0.1949

Record 3
This record from OMol25 describes 2 unconnected molecules or ions with the total composition C4H11N3O2. The level of theory is ωB97M-V/def2-TZVPD.

Calculated values
**Energy above the lowest of the compared OMol25 structures with the same formula, charge and spin**: 49.1 kcal per mole
**SMILES**: [H]/N=C(\N)NC.CC(=O)O
**Highest occupied orbital energy**: -0.304 hartree
**Charge**: 0

Element x y z (Å)
C  1.85568  -1.81203  -3.09299
C  0.43097  -0.62609  -1.62523
N  -0.27345  -1.63746  -1.27555
N  1.68991  -0.69305  -2.14723
N  0.14726  0.75164  -1.27651
H  -2.47967  -0.45649  3.93145
H  -0.97009  -1.55352  -0.53337
H  2.32575  0.10796  -2.09975
H  -0.42552  1.37701  -1.80407
H  0.01619  0.90602  -0.26819
H  2.39023  -1.55038  -4.00743
H  0.87291  -2.14992  -3.46800
H  2.19775  -2.65635  -2.51449
C  -0.87549  2.05313  2.69680
C  -1.18419  0.59496  3.05421
O  -2.19122  0.47173  3.91185
O  -0.72405  -0.37128  2.49274
H  0.03702  2.49164  3.10911
H  -1.59317  2.67428  3.23779
H  -1.24682  2.07820  1.67886

Atom charges from the natural (NBO) analysis, given in e for atoms 1 to 5: -0.4286, 0.5910, -0.7755, -0.6249, -0.9395